[1]
The following is a DFT calculation (ωB97M-V/def2-TZVPD) of a molecular structure, C5H9ClN2 in a non-equilibrium geometry.

Positions of all 17 atoms, in Å:
C  -2.2885  1.2354  -1.1976
C  -0.7064  -0.5987  -1.0754
C  1.1265  -0.6158  0.6833
C  0.4515  0.4372  1.6224
C  2.4122  -1.1110  0.7433
H  -2.2470  1.1474  -2.5689
H  -2.1552  2.6134  -0.8280
H  -3.5098  0.8691  -0.7575
H  -0.9257  -1.2466  -1.8259
H  1.1072  -1.7371  -0.9951
H  0.5366  1.4382  0.9944
H  1.0992  0.6181  2.4128
H  -0.4472  0.0811  1.8550
H  2.6189  -1.9298  0.0242
N  -1.1508  0.4469  -0.5705
N  0.4935  -1.0128  -0.4500
Cl  3.5850  -0.6348  1.9335

Force components x, y, z for each atom (eV/Å):
C -1.4290 1.1840 -0.8047
C 3.5279 1.1568 3.7649
C 2.2113 1.1604 1.1957
C 4.8877 1.8008 -4.7720
C -1.8605 0.2721 0.3123
H -0.3315 0.3977 4.4009
H -0.3860 -4.6565 -1.3181
H 3.9973 1.1414 -1.4640
H -1.3300 -1.3725 -2.6820
H -2.0510 1.8409 1.1955
H -1.0187 -2.0195 1.3718
H 0.9794 -0.1261 1.8257
H -3.8473 -0.6649 0.9965
H 0.7024 0.7279 0.7787
N -3.8476 3.0786 -1.4149
N 0.0780 -3.5736 -3.0997
Cl -0.2824 -0.3476 -0.2866

Summary:
- relative energy (zero: lowest compared OMol25 entry of this formula, charge and spin) (kcal/mol) = 125.5
- charge = 0
- total energy (Ha) = -765.4301


[2]
The following is a DFT calculation (ωB97M-V/def2-TZVPD) of a molecular structure, C24H23NO5PRu in a non-equilibrium geometry.

Positions of all 55 atoms, in Å:
Ru  -8.3849  11.3293  9.4137
O  -9.5945  10.7312  7.6318
C  -9.8992  11.7571  6.6289
C  -8.8463  12.7970  6.7436
N  -8.5897  13.1304  8.2017
C  -9.7645  13.9223  8.6953
C  -10.8673  13.0143  9.3215
O  -12.0265  13.3968  9.3353
O  -10.3695  11.9751  9.9942
C  -7.4128  14.1147  8.2730
C  -6.7513  14.0323  9.6610
O  -6.0633  14.8892  10.1885
O  -7.0512  12.8483  10.1310
H  -9.7566  9.8436  7.3547
H  -9.9123  11.2540  5.6342
H  -10.8945  12.1964  6.8105
H  -7.9599  12.3576  6.2801
H  -9.0860  13.7542  6.2609
H  -9.4323  14.5217  9.5778
H  -10.1874  14.6118  7.9930
H  -6.7403  13.8746  7.4843
H  -7.8480  15.0955  8.0568
C  -5.2159  11.4427  14.7425
C  -4.7262  11.6477  13.4448
C  -5.3507  11.1104  12.3353
C  -6.4906  10.2693  12.4893
C  -7.0202  10.0799  13.7931
C  -6.3649  10.6728  14.8751
P  -7.5802  9.8910  11.1536
C  -8.3863  8.3347  11.5214
C  -7.5484  7.2613  11.6799
C  -8.0311  5.9325  11.5715
C  -9.4123  5.7123  11.5650
C  -10.2718  6.7868  11.3207
C  -9.7476  8.0919  11.3275
C  -6.4294  9.6528  9.8357
C  -5.2188  9.0130  9.8119
C  -4.6726  8.7516  8.5482
C  -5.3327  9.1961  7.3612
C  -6.4960  9.9432  7.4749
C  -7.0265  10.1713  8.7087
H  -4.7243  11.8980  15.6157
H  -3.7966  12.2193  13.3097
H  -5.0821  11.4150  11.3022
H  -7.9338  9.5173  13.8841
H  -6.7818  10.4569  15.8625
H  -6.4808  7.3528  11.8097
H  -7.3613  5.0595  11.6297
H  -9.8327  4.6804  11.5626
H  -11.3382  6.7042  11.1673
H  -10.4163  8.9956  11.1281
H  -4.7136  8.6854  10.7441
H  -3.7520  8.1300  8.4952
H  -5.0236  8.7597  6.4100
H  -7.0433  10.1820  6.5904

Force components x, y, z for each atom (eV/Å):
Ru -2.9615 1.7920 1.3953
O -0.0274 1.4058 -0.4180
C -1.3737 -1.0052 -0.2722
C 1.0709 0.5061 0.6500
N 0.1947 2.1179 -1.8873
C -0.1474 -1.2111 2.0069
C 0.1313 -0.0568 1.1923
O 1.0045 -0.5953 -0.2886
O 0.1587 0.8738 -1.0056
C -1.5639 0.0301 0.0914
C -0.2412 -0.6025 -0.0869
O -0.6959 -0.8010 -0.7213
O 0.9400 0.0902 1.4925
H -0.2743 -0.7784 -0.5226
H 0.0837 0.6111 0.6117
H 0.2188 -0.5035 0.1471
H 0.3614 0.4372 0.3477
H -0.1623 -0.4788 -0.3392
H -0.0965 -0.4256 -0.6368
H -0.0716 0.2435 -0.7532
H 0.8682 -0.2610 -0.4433
H 0.4268 0.0798 0.1130
C -0.1151 0.2623 -0.2075
C 1.6536 0.9383 2.4263
C -2.4657 -1.2497 -2.4270
C -0.1264 0.9786 2.0538
C 0.8737 0.0905 -2.9545
C 0.7642 0.3669 2.1778
P -0.5401 0.2246 -0.7111
C -0.1398 -0.2032 -0.0598
C 0.3841 -2.7196 -0.3442
C -0.1534 0.3578 1.2786
C -0.3608 -0.5476 -1.2848
C 0.6185 1.1955 0.7053
C -1.1799 1.3077 -0.6169
C 0.3803 -0.6210 0.1056
C 1.3158 -0.7240 -0.3512
C 0.3496 -0.1055 -0.2494
C 0.2995 -1.2080 1.1956
C 0.7552 -0.9789 -1.1175
C 0.4168 -0.1157 0.1998
H -0.3082 -0.3598 -0.5746
H -0.5087 -0.2004 0.0397
H -0.0037 -0.1964 0.8483
H -0.2045 -0.0482 0.3275
H 0.2839 0.2473 -0.1547
H 0.1645 0.3054 -0.0996
H -0.2408 0.6947 0.0291
H 0.5098 0.9106 0.0607
H 0.0135 -0.3820 0.1019
H 0.8154 -1.4048 0.2555
H -0.3328 0.0534 -0.7738
H -0.7581 0.6335 -0.1512
H 0.1678 0.5911 0.1485
H -0.1715 0.4384 -0.5492

Summary:
- spin multiplicity = 5
- ⟨S²⟩ = 6.04
- charge = +1
- total energy (Ha) = -1795.1214


[3]
The following is a DFT calculation (ωB97M-V/def2-TZVPD) of C5H10NO2PS2 in the gas phase in a non-equilibrium geometry.

Positions of all 21 atoms, in Å:
C  0.1180  -0.6408  -0.6391
C  0.4943  -0.4082  -1.8948
C  0.0419  0.3211  0.4222
C  0.6051  -1.4749  -2.9852
C  0.8919  0.9556  -2.3537
N  0.3953  1.5060  0.4993
O  -1.9668  1.1038  2.6240
O  -0.4690  -0.4147  1.6604
P  -0.7691  0.1267  3.0852
S  0.7138  1.1284  3.9869
S  -1.6472  -1.6149  3.8319
H  -0.2671  -1.6497  -0.4407
H  0.1183  -1.2276  -3.8345
H  1.5288  -1.7187  -3.4960
H  0.0666  -2.3276  -2.5175
H  -0.0031  1.2210  -3.0124
H  1.8258  0.9793  -2.9886
H  0.8547  1.7704  -1.5028
H  0.3403  2.0631  1.4222
H  -1.8103  1.9284  3.0804
H  -1.0620  -1.6268  5.0529

Force components x, y, z for each atom (eV/Å):
C -0.9201 -1.7891 -0.7786
C 2.1067 0.8880 -1.1335
C -0.2748 0.0531 3.0493
C -0.4274 -1.2294 3.5990
C -1.0781 2.1377 0.0665
N -0.0678 1.6306 1.2429
O -0.1091 -0.1545 0.7759
O 1.0689 -0.9123 -2.4624
P 1.2276 1.4502 0.0657
S -1.6175 -1.1180 -0.4361
S 0.1509 0.0975 0.4425
H 0.2973 0.5015 0.3840
H -2.5384 1.3246 -2.4942
H 0.9967 -0.1090 1.1950
H 0.7831 -0.1421 -0.8538
H 1.2382 0.0091 0.3216
H -1.0252 -0.0319 0.7741
H 0.5438 -1.8617 -1.8889
H 0.0068 -1.7359 -1.8132
H -0.3116 0.7110 0.3050
H -0.0500 0.2804 -0.3607

Summary:
- SMILES string = [H]/N=C(/C=C(C)C)O[P@](O)(=S)S
- relative energy (zero: lowest compared OMol25 entry of this formula, charge and spin) (kcal/mol) = 4.9
- charge = 0
- total energy (Ha) = -1539.5049